(1)
A structure of composition C44H39BaN8OSSb. Source: OMol25; level of theory: ωB97M-V/def2-TZVPD.

LUMO, eV: -5.16
Kohn-Sham gap, eV: 7.48
Energy relative to the best compared isomer or geometry (same formula, charge and spin), kcal/mol: 0.00
Charge: +2

Last column: Mulliken charge in e.
Atoms and positions in Å:
Ba  0.78518  -0.68152  -0.88466  1.335
C  3.70768  1.56328  -0.47056  -0.727
C  3.73288  1.00818  -1.85376  0.317
C  4.80818  1.30718  -2.69086  -0.749
C  4.83088  0.79898  -3.97526  -0.702
C  3.75498  0.02398  -4.37866  -0.632
C  2.72748  -0.23772  -3.48506  -0.164
N  2.71978  0.23078  -2.23956  0.248
Sb  1.12008  -1.37892  -4.38256  1.134
C  -0.63452  -0.23392  -3.78566  -0.070
C  -1.57032  -0.10832  -4.80376  -0.720
C  -2.74202  0.58838  -4.56106  -0.774
C  -2.92102  1.15228  -3.31036  -0.857
C  -1.92952  0.99408  -2.34716  0.451
C  -2.09212  1.58618  -0.99286  -0.248
N  -0.81372  0.30018  -2.58396  0.188
C  0.97458  -3.06352  -3.01416  -0.056
C  0.66018  -4.25782  -3.64926  -0.460
C  0.68248  -5.43312  -2.91866  -0.787
C  1.04588  -5.36072  -1.58656  -0.753
C  1.34658  -4.12602  -1.01956  0.572
C  1.76918  -4.03692  0.40404  -0.880
N  1.29748  -2.99312  -1.72746  0.047
H  3.91368  2.63468  -0.50076  0.528
H  2.74638  1.37018  0.00234  -0.256
H  4.49138  1.09198  0.12324  0.395
H  5.60978  1.93218  -2.32656  0.520
H  5.65898  0.99588  -4.63926  0.444
H  3.71568  -0.38152  -5.38146  0.478
H  -1.37272  -0.54372  -5.77656  0.514
H  -3.50162  0.68178  -5.32176  0.460
H  -3.81482  1.70938  -3.07296  0.527
H  -1.86162  0.84038  -0.23496  -0.330
H  -1.39372  2.41528  -0.88146  0.169
H  -3.10302  1.95908  -0.85566  0.488
H  0.41478  -4.26612  -4.70506  0.510
H  0.43958  -6.37902  -3.37736  0.478
H  1.12718  -6.25722  -0.99356  0.451
H  1.84618  -5.02702  0.84364  0.498
H  2.73898  -3.54572  0.46474  0.162
H  1.04798  -3.44742  0.96674  0.033
N  -3.51342  -2.78072  -2.30916  0.268
C  -2.20692  -2.54022  -2.15436  -0.974
N  -1.65372  -2.10182  -1.08076  0.407
C  -2.44292  -1.81082  0.01454  -0.473
N  -1.93992  -1.44842  1.15044  -1.531
N  -0.60922  -1.27882  1.25444  1.650
C  -0.15082  -1.30342  2.45244  -1.614
C  1.25148  -1.08712  2.74274  1.297
C  1.66308  -0.92812  4.07164  -0.832
C  3.00508  -0.74972  4.35264  -0.565
C  3.89738  -0.76642  3.29304  -1.034
C  3.40238  -0.93162  2.00554  -0.730
N  2.11728  -1.06952  1.71874  0.712
C  -3.88472  -1.96062  -0.09796  0.929
C  -4.77182  -1.62732  0.92894  -0.464
C  -6.12382  -1.83352  0.76694  -0.830
C  -6.62882  -2.38662  -0.40796  -0.529
C  -5.77402  -2.70932  -1.44206  -0.910
C  -4.40772  -2.49482  -1.28836  0.005
H  -3.87652  -3.15452  -3.17536  0.326
H  -1.57882  -2.73752  -3.01696  0.492
H  -0.81432  -1.49572  3.29754  0.314
H  0.93238  -0.96472  4.86234  0.529
H  3.34848  -0.62062  5.36724  0.490
H  4.95618  -0.67222  3.46604  0.492
H  4.09008  -0.96992  1.16974  0.730
H  -4.37712  -1.21252  1.84184  0.521
H  -6.79752  -1.56752  1.56324  0.455
H  -7.68932  -2.54882  -0.51656  0.443
H  -6.15652  -3.11452  -2.36726  0.437
O  0.63718  1.30618  0.85564  0.115
S  -0.40782  1.82438  1.80124  0.066
C  0.40058  2.13878  3.39584  0.578
C  -0.36552  2.02708  4.54594  -0.360
C  0.19288  2.35518  5.77034  -0.802
C  1.50608  2.79348  5.83654  -0.550
C  2.27088  2.88088  4.68274  -0.922
C  1.71858  2.55468  3.45554  -0.186
C  -0.52392  3.60058  1.42224  0.626
C  0.43068  4.18438  0.61114  -0.103
C  0.34218  5.53448  0.32204  -0.711
C  -0.70242  6.28718  0.83424  -0.543
C  -1.66292  5.69028  1.63724  -0.754
C  -1.57202  4.34218  1.94094  -0.559
H  -1.38972  1.69298  4.48174  0.481
H  -0.39822  2.27108  6.66894  0.462
H  1.93188  3.07138  6.78884  0.432
H  3.29518  3.21728  4.73864  0.493
H  2.30188  2.62758  2.54994  0.325
H  1.22718  3.57408  0.21224  0.290
H  1.09328  5.99128  -0.30246  0.472
H  -0.76422  7.34108  0.61214  0.416
H  -2.48382  6.27048  2.02774  0.451
H  -2.30652  3.86578  2.57134  0.489

(2)
A structure of composition C7H7BrINO3. Source: OMol25; level of theory: ωB97M-V/def2-TZVPD.

LUMO (alpha / beta), eV: -1.84 / -1.84
Kohn-Sham gap (alpha / beta), eV: 7.27 / 7.26
Energy relative to the best compared isomer or geometry (same formula, charge and spin), kcal/mol: 12.29

Last column: Mulliken charge in e.
Atoms and positions in Å:
C  2.21401  -1.31732  3.82114  0.487
C  1.85368  -1.46989  2.68194  0.101
C  0.87226  0.19633  0.03522  0.523
C  -1.58756  0.23665  -0.61842  -0.604
C  -0.39391  1.83499  -1.40962  -0.662
C  -1.87720  1.41749  -1.57980  0.052
C  1.45978  -1.67026  1.35362  -1.028
N  -0.20171  0.66017  -0.58235  0.236
O  1.99728  0.60679  -0.01501  -0.554
O  -2.28712  1.09137  -2.86165  -0.548
O  0.50434  -0.92694  0.80125  -0.229
Br  0.05132  -3.81006  1.82169  -0.287
I  2.99994  -2.36064  0.07818  0.238
H  2.51774  -1.18397  4.81686  0.449
H  -2.07701  0.27761  0.35540  0.239
H  -1.72684  -0.75671  -1.05086  0.270
H  0.20349  1.83018  -2.32360  0.292
H  -0.22664  2.77138  -0.87373  0.276
H  -2.60137  2.14590  -1.21374  0.392
H  -1.69448  0.42692  -3.23652  0.355

(3)
A structure of composition C28H53BiO2PSe2Si2. Source: OMol25; level of theory: ωB97M-V/def2-TZVPD.

LUMO, eV: -3.60
Kohn-Sham gap, eV: 7.79
Energy relative to the best compared isomer or geometry (same formula, charge and spin), kcal/mol: 0.00
Charge: +1

Last column: Mulliken charge in e.
Atoms and positions in Å:
O  0.96434  1.89534  1.81967  -0.153
O  3.92100  4.15973  -1.76212  -0.344
C  0.03425  3.04736  1.80795  -0.276
C  -0.42265  3.40783  3.20822  -1.129
H  -0.80211  2.71649  1.17815  0.326
H  0.54816  3.88389  1.30817  0.359
H  -0.98075  2.57938  3.66654  0.281
H  -1.09070  4.27447  3.13636  0.431
H  0.42115  3.66931  3.86117  0.267
C  2.38028  2.17901  2.01846  0.565
C  2.74039  3.64672  2.01464  -1.491
H  2.90730  1.67724  1.19206  0.179
H  2.68836  1.69045  2.95998  -0.253
H  2.61493  4.08077  1.01511  0.367
H  3.80372  3.74787  2.26085  0.453
H  2.17713  4.23393  2.74938  0.383
C  4.29841  2.80304  -1.96171  -0.071
C  3.07024  4.64249  -2.79368  0.054
C  5.36704  2.43605  -0.95081  -1.095
H  4.69971  2.63656  -2.98173  0.421
H  3.41572  2.14791  -1.83094  0.107
H  6.23034  3.10191  -1.04030  0.335
H  5.70001  1.41405  -1.13659  0.384
H  4.98336  2.50613  0.07124  0.092
C  3.06697  6.15981  -2.77588  -1.282
H  2.04972  4.26564  -2.60686  0.057
H  3.39612  4.28934  -3.79114  0.357
H  2.81266  6.54565  -1.78530  0.299
H  2.34072  6.53525  -3.49745  0.389
H  4.05545  6.53794  -3.05289  0.304
H  -2.45590  2.03726  -2.00059  0.232
Bi  0.31394  -0.19926  0.96938  0.801
C  -2.09352  2.53545  -2.88446  -0.899
Si  -1.75034  1.34479  -4.31328  0.589
H  -2.85290  3.25219  -3.24226  0.311
H  -1.19850  3.12042  -2.62666  0.193
C  -2.35911  2.15024  -5.90686  -1.113
C  -2.69485  -0.22014  -3.88156  -0.914
C  0.06966  0.90306  -4.48556  -0.806
C  0.08814  -0.67568  3.15932  0.252
Si  1.69397  -1.47538  3.72565  0.463
H  -0.78158  -1.34613  3.22864  -0.516
H  -0.14033  0.24003  3.72762  0.381
C  2.40183  -0.57431  5.21261  -1.089
C  2.98862  -1.41595  2.35956  -1.050
C  1.35651  -3.24297  4.25320  -0.968
H  0.69859  1.57042  -3.88159  0.056
H  0.40561  0.95912  -5.53051  0.315
H  0.24005  -0.12391  -4.13606  0.293
H  -3.32022  2.65523  -5.73391  0.334
H  -2.50622  1.41349  -6.70926  0.325
H  -1.64285  2.90131  -6.27107  0.306
H  -3.23926  -0.06475  -2.93966  0.244
H  -2.02068  -1.07482  -3.73809  0.130
H  -3.41475  -0.47470  -4.66908  0.413
H  3.67351  -0.56969  2.51530  0.302
H  2.60448  -1.37423  1.32434  0.274
H  3.55696  -2.35516  2.42996  0.377
H  2.30698  -3.74959  4.47729  0.347
H  0.82884  -3.80630  3.47230  0.223
H  0.74179  -3.24918  5.16578  0.288
H  3.20678  -1.18668  5.64560  0.320
H  1.62936  -0.42692  5.98026  0.330
H  2.81929  0.40533  4.94467  0.306
Se  0.22384  -2.99971  0.28090  -0.474
P  -1.97397  -2.73782  0.44525  0.544
Se  -2.48401  -0.60399  0.84668  -0.310
C  -2.56955  -3.87553  1.73635  0.735
C  -2.70474  -3.45854  3.07045  -0.301
C  -3.03865  -4.40288  4.04754  -0.734
C  -3.27149  -5.73765  3.69144  -0.482
C  -3.11874  -6.14737  2.36233  -0.602
C  -2.73196  -5.22678  1.38621  -0.596
C  -2.83206  -3.29537  -1.05456  0.792
C  -2.09984  -3.81803  -2.13037  -0.470
C  -2.78124  -4.46217  -3.16861  -0.624
C  -4.17967  -4.53815  -3.15331  -0.510
C  -4.90539  -3.94605  -2.11301  -0.656
C  -4.23734  -3.30909  -1.06368  -0.477
H  -2.57553  -2.40333  3.33000  0.245
H  -3.12051  -4.09254  5.09142  0.411
H  -3.56309  -6.46276  4.45390  0.392
H  -3.29460  -7.18382  2.07836  0.406
H  -2.57464  -5.54637  0.35371  0.379
H  -1.00629  -3.74730  -2.13166  0.319
H  -2.21453  -4.91257  -3.98638  0.423
H  -4.70631  -5.05791  -3.95749  0.395
H  -5.99453  -3.99229  -2.10745  0.416
H  -4.79034  -2.83616  -0.24957  0.415